Density functional theory data (ωB97M-V/def2-TZVPD) for a 17-piece molecular cluster, C62H172N14O20 overall at a distorted geometry.

Values from the calculation:
- Max |F|: 3.740 eV/Å
- Frontier orbital gap: 9.15 eV
- HOMO: -0.3265 Eh

```
! wB97M-V def2-TZVPD RIJCOSX def2/J DEFGRID3
* xyz 0 1
C 2.67 4.95 -1.74
C 1.66 3.79 -1.27
O 1.29 3.75 0.08
O 2.00 6.12 -2.00
H 3.08 4.70 -2.72
H 3.38 5.19 -0.94
H 2.21 2.86 -1.43
H 0.79 3.83 -1.93
H 0.61 3.07 0.14
H 1.55 6.42 -1.21
C 6.27 -1.18 1.43
C 5.97 -2.52 0.65
O 7.21 -3.18 0.57
O 5.18 -0.34 1.34
H 7.14 -0.67 1.01
H 6.62 -1.47 2.42
H 5.65 -2.40 -0.39
H 5.22 -3.12 1.17
H 7.00 -4.03 0.17
H 4.54 -0.56 2.03
C -6.50 1.68 -3.13
C -5.04 2.06 -3.21
O -4.62 2.78 -2.16
O -7.37 2.81 -2.97
H -6.66 1.06 -2.25
H -6.88 1.08 -3.96
H -4.99 2.73 -4.08
H -4.30 1.29 -3.41
H -4.00 3.47 -2.43
H -7.05 3.16 -2.13
C 1.31 -1.07 4.74
C 2.73 -1.45 4.34
C 2.92 -2.92 3.98
O 2.74 -3.84 5.07
C 2.92 -5.16 4.60
N 3.10 -0.70 3.20
H 0.56 -0.93 3.96
H 1.25 -0.12 5.27
H 0.86 -1.79 5.42
H 3.43 -1.32 5.17
H 3.86 -3.01 3.44
H 2.18 -3.20 3.23
H 2.96 -5.81 5.47
H 3.84 -5.38 4.06
H 2.12 -5.45 3.91
H 3.16 0.27 3.47
H 2.38 -0.65 2.49
C 7.37 -5.92 -3.54
C 6.88 -5.05 -2.41
C 5.38 -4.65 -2.50
O 5.19 -3.72 -3.54
C 3.97 -2.98 -3.55
N 7.13 -5.71 -1.10
H 7.22 -5.53 -4.55
H 6.74 -6.80 -3.47
H 8.39 -6.22 -3.30
H 7.52 -4.18 -2.30
H 5.15 -4.29 -1.49
H 4.79 -5.53 -2.74
H 3.88 -2.43 -2.61
H 3.08 -3.60 -3.66
H 4.14 -2.32 -4.40
H 7.00 -6.69 -1.28
H 8.08 -5.61 -0.79
C 3.85 1.49 6.62
C 4.94 1.58 5.52
C 4.55 2.43 4.29
O 3.31 2.10 3.72
C 3.15 2.60 2.40
N 6.05 2.19 6.18
H 3.64 2.50 6.97
H 4.14 0.90 7.50
H 2.91 1.11 6.22
H 5.24 0.61 5.11
H 5.40 2.35 3.61
H 4.58 3.50 4.51
H 3.87 2.17 1.71
H 3.18 3.69 2.42
H 2.20 2.24 2.03
H 6.35 1.51 6.86
H 6.80 2.23 5.50
C 1.33 -0.45 -1.23
C 1.02 -0.09 0.25
C -0.41 0.43 0.46
O -0.67 1.72 -0.15
C -2.06 2.14 0.07
N 1.33 -1.19 1.02
H 0.63 -1.06 -1.79
H 2.22 -1.08 -1.28
H 1.62 0.44 -1.78
H 1.68 0.71 0.58
H -0.53 0.61 1.53
H -1.10 -0.38 0.23
H -2.30 3.00 -0.54
H -2.43 2.35 1.08
H -2.72 1.32 -0.22
H 2.19 -1.43 0.55
H 0.75 -2.01 0.85
C -5.84 0.07 5.90
C -4.44 -0.46 6.26
C -3.29 0.63 6.06
O -3.30 1.11 4.73
C -2.21 1.92 4.45
N -4.55 -0.82 7.65
H -6.03 0.20 4.83
H -6.02 1.01 6.43
H -6.60 -0.63 6.23
H -4.18 -1.24 5.55
H -2.41 0.05 6.32
H -3.45 1.47 6.73
H -1.26 1.39 4.34
H -2.13 2.72 5.18
H -2.26 2.39 3.47
H -5.03 -0.04 8.08
H -3.62 -0.80 8.04
C 2.36 -4.67 0.36
C 0.89 -4.86 0.32
C 0.23 -5.12 1.66
O 0.44 -6.44 2.08
C -0.39 -6.72 3.23
N 0.30 -3.65 -0.34
H 2.81 -4.38 -0.59
H 2.93 -5.49 0.80
H 2.58 -3.75 0.90
H 0.64 -5.66 -0.36
H -0.82 -4.87 1.52
H 0.51 -4.47 2.49
H -0.37 -6.03 4.07
H -0.26 -7.71 3.66
H -1.41 -6.76 2.85
H 0.54 -3.62 -1.32
H -0.71 -3.64 -0.30
C -0.99 6.40 -0.70
C -0.52 6.67 0.74
C -1.36 5.90 1.75
O -0.91 6.33 3.05
C -1.94 6.31 4.04
N 0.91 6.35 0.80
H -0.86 7.27 -1.34
H -2.06 6.24 -0.79
H -0.37 5.61 -1.12
H -0.62 7.75 0.90
H -1.18 4.84 1.57
H -2.43 6.03 1.61
H -2.75 7.03 3.97
H -1.52 6.38 5.05
H -2.46 5.35 4.04
H 1.21 6.61 1.72
H 0.98 5.34 0.88
C 6.47 3.17 -5.34
C 6.46 4.18 -4.10
C 6.40 3.42 -2.80
O 5.21 2.66 -2.65
C 5.04 2.21 -1.31
N 7.67 4.98 -4.18
H 6.05 2.20 -5.06
H 7.48 2.79 -5.52
H 5.98 3.62 -6.19
H 5.63 4.86 -4.23
H 6.50 4.23 -2.06
H 7.33 2.86 -2.72
H 4.92 3.08 -0.66
H 5.81 1.60 -0.85
H 4.13 1.60 -1.32
H 7.78 5.34 -5.12
H 7.62 5.71 -3.48
C -2.65 -2.54 -2.39
C -3.37 -2.48 -1.02
C -4.78 -3.07 -1.11
O -5.63 -2.11 -1.68
C -7.00 -2.60 -1.78
N -2.52 -3.29 -0.26
H -3.28 -1.95 -3.05
H -2.58 -3.56 -2.78
H -1.67 -2.07 -2.42
H -3.46 -1.44 -0.73
H -5.01 -3.37 -0.09
H -4.71 -3.92 -1.80
H -7.22 -3.17 -0.88
H -7.23 -3.27 -2.60
H -7.68 -1.76 -1.92
H -2.89 -3.27 0.67
H -2.67 -4.26 -0.53
C -5.66 -4.85 4.15
C -4.26 -5.21 3.68
C -3.20 -4.19 4.06
O -3.09 -3.26 2.99
C -2.10 -2.24 3.00
N -3.96 -6.53 4.18
H -5.73 -4.82 5.24
H -6.36 -5.61 3.79
H -6.00 -3.89 3.76
H -4.43 -5.24 2.61
H -2.23 -4.69 4.09
H -3.47 -3.92 5.08
H -2.22 -1.82 2.00
H -1.07 -2.54 3.19
H -2.34 -1.49 3.76
H -4.55 -7.28 3.84
H -4.20 -6.59 5.16
C -1.30 1.07 -3.69
C -0.26 2.04 -4.29
C 0.89 1.24 -4.96
O 1.87 2.09 -5.60
C 3.03 2.42 -4.82
N -1.03 2.95 -5.11
H -2.13 1.53 -3.16
H -0.84 0.41 -2.95
H -1.73 0.35 -4.39
H 0.13 2.74 -3.56
H 0.36 0.75 -5.78
H 1.39 0.52 -4.32
H 3.64 1.53 -4.65
H 2.81 2.91 -3.87
H 3.54 3.19 -5.40
H -1.56 2.37 -5.74
H -0.38 3.48 -5.67
C -0.48 -2.28 -5.07
C 0.55 -3.32 -5.47
C 0.51 -4.52 -4.51
O 1.38 -5.55 -4.86
C 1.09 -6.75 -4.17
N 0.19 -3.82 -6.73
H -1.47 -2.74 -5.10
H -0.39 -1.42 -5.74
H -0.28 -1.96 -4.05
H 1.59 -2.99 -5.51
H -0.51 -4.80 -4.24
H 0.86 -4.18 -3.54
H 0.11 -7.17 -4.39
H 1.27 -6.68 -3.10
H 1.80 -7.51 -4.49
H 0.63 -4.73 -6.76
H -0.79 -4.05 -6.62
C -4.11 6.44 -3.26
C -3.23 5.49 -4.15
C -2.22 6.27 -5.00
O -1.25 6.93 -4.16
C 0.12 6.98 -4.60
N -2.70 4.51 -3.23
H -4.72 5.92 -2.52
H -4.69 7.03 -3.96
H -3.54 7.14 -2.64
H -3.82 5.01 -4.93
H -2.82 6.92 -5.63
H -1.67 5.57 -5.63
H 0.04 7.14 -5.67
H 0.68 6.08 -4.35
H 0.64 7.82 -4.14
H -2.03 5.02 -2.67
H -2.10 3.96 -3.84
C -5.13 -0.47 1.88
C -5.49 0.98 1.55
C -6.94 1.20 1.11
O -7.90 0.92 2.11
C -9.15 0.49 1.60
N -5.28 1.86 2.72
H -4.05 -0.56 1.98
H -5.48 -1.16 1.11
H -5.58 -0.79 2.82
H -4.88 1.38 0.74
H -6.99 0.76 0.11
H -6.98 2.27 0.91
H -9.53 1.33 1.00
H -9.94 0.16 2.28
H -9.09 -0.41 0.99
H -5.94 1.62 3.45
H -4.41 1.59 3.16
*
```